(1)
{
  "formula": "C18H26N3S",
  "method": "ωB97M-V/def2-TZVPD",
  "symbols": ["C", "C", "N", "C", "N", "C", "C", "C", "C", "S", "H", "H", "H", "H", "H", "H", "H", "H", "H", "H", "H", "H", "C", "C", "C", "N", "C", "C", "C", "C", "C", "C", "C", "C", "H", "H", "H", "H", "H", "H", "H", "H", "H", "H", "H", "H", "H", "H"],
  "xyz": [[-3.003, -1.413, 2.407], [-2.788, -0.057, 1.738], [-1.495, 0.458, 1.916], [-0.499, -0.366, 1.863], [-0.652, -1.763, 1.763], [-1.983, -2.394, 1.852], [0.480, -2.701, 1.585], [1.732, -2.234, 2.320], [2.242, -0.931, 1.725], [1.112, 0.424, 1.943], [-2.867, -1.308, 3.490], [-4.031, -1.772, 2.257], [-2.965, -0.143, 0.656], [-3.509, 0.686, 2.112], [-1.914, -3.291, 2.476], [-2.274, -2.728, 0.851], [0.175, -3.701, 1.918], [0.677, -2.790, 0.511], [1.478, -2.069, 3.375], [2.511, -3.011, 2.307], [3.205, -0.649, 2.158], [2.404, -1.043, 0.650], [-0.678, 6.064, -1.630], [-0.482, 4.641, -2.189], [-0.293, 3.746, -0.953], [-0.930, 4.453, 0.193], [-0.714, 4.065, 1.494], [-1.220, 4.761, 2.620], [-2.472, 5.419, 2.576], [-2.944, 6.125, 3.656], [-2.188, 6.222, 4.814], [-0.964, 5.572, 4.895], [-0.494, 4.833, 3.835], [-1.155, 5.881, -0.178], [0.271, 6.614, -1.649], [-1.385, 6.655, -2.225], [-1.364, 4.327, -2.762], [0.369, 4.583, -2.878], [-0.745, 2.756, -1.077], [0.769, 3.599, -0.724], [-0.011, 3.262, 1.639], [-3.084, 5.310, 1.700], [-3.907, 6.604, 3.608], [-2.549, 6.805, 5.647], [-0.369, 5.672, 5.789], [0.450, 4.322, 3.910], [-0.595, 6.513, 0.519], [-2.215, 6.125, -0.057]],
  "lowdin_charge": [-0.1621, -0.2769, -0.0362, -0.5896, -0.0879, -0.1598, -0.1676, -0.2321, -0.5124, 0.9347, 0.1193, 0.1185, 0.1190, 0.1085, 0.1208, 0.1253, 0.1225, 0.1243, 0.1197, 0.1233, 0.0805, 0.0744, -0.1413, -0.1454, -0.1103, -0.0168, 0.0881, -0.1882, -0.0164, -0.0476, -0.0307, -0.0495, 0.0073, -0.1109, 0.1176, 0.1205, 0.1177, 0.1211, 0.1320, 0.1328, 0.1123, 0.1130, 0.1170, 0.1195, 0.1174, 0.1220, 0.1371, 0.1158],
  "lumo_energy_ha": -0.16206,
  "charge": 1,
  "mol_weight_g_mol": 316.49,
  "relative_energy_kj_mol": 0.0,
  "homo_energy_ha": -0.3845,
  "e_tot_ev": -34386.92838,
  "max_force_ha_per_bohr": 0.075
}

=====

(2)
{
  "formula": "C18H26N4O7Si",
  "method": "ωB97M-V/def2-TZVPD",
  "symbols": ["C", "C", "C", "C", "O", "Si", "N", "C", "C", "O", "N", "O", "H", "H", "H", "H", "H", "H", "H", "H", "H", "H", "H", "H", "H", "H", "H", "H", "O", "N", "O", "C", "C", "C", "C", "C", "C", "H", "H", "H", "H", "H", "O", "N", "O", "C", "C", "C", "C", "C", "C", "H", "H", "H", "H", "H"],
  "xyz": [[-3.075, -4.398, 2.863], [-2.081, -3.302, 3.276], [-2.305, -1.967, 2.566], [-1.108, -1.019, 2.587], [-0.476, -0.922, 1.300], [0.683, -1.973, 0.860], [0.311, -2.535, -0.710], [0.824, -3.893, -1.013], [-0.203, -5.011, -0.794], [2.174, -1.188, 0.792], [3.192, -1.587, 1.709], [2.906, -1.375, 2.814], [-2.557, -5.268, 2.461], [-3.665, -4.750, 3.708], [-3.770, -4.045, 2.101], [-1.061, -3.649, 3.093], [-2.147, -3.136, 4.353], [-3.139, -1.453, 3.049], [-2.600, -2.128, 1.528], [-0.388, -1.320, 3.353], [-1.440, -0.013, 2.839], [0.879, -3.059, 1.836], [-0.702, -2.533, -0.779], [1.182, -3.902, -2.042], [1.698, -4.084, -0.384], [-1.174, -4.613, -0.499], [-0.360, -5.582, -1.710], [0.127, -5.721, -0.037], [-4.442, 3.204, 0.282], [-3.498, 2.484, 0.531], [-3.579, 1.291, 0.744], [-2.160, 3.100, 0.586], [-2.040, 4.464, 0.392], [-0.777, 5.029, 0.455], [0.330, 4.233, 0.716], [0.182, 2.868, 0.910], [-1.072, 2.288, 0.837], [-2.913, 5.065, 0.188], [-0.654, 6.090, 0.294], [1.315, 4.678, 0.760], [1.045, 2.244, 1.108], [-1.197, 1.224, 0.964], [0.823, 4.804, -4.452], [0.993, 4.160, -3.440], [0.329, 4.265, -2.429], [2.081, 3.164, -3.429], [2.896, 3.051, -4.538], [3.911, 2.108, -4.516], [4.088, 1.299, -3.402], [3.250, 1.426, -2.302], [2.236, 2.370, -2.309], [2.737, 3.685, -5.397], [4.562, 2.004, -5.373], [4.881, 0.562, -3.392], [3.381, 0.787, -1.439], [1.567, 2.481, -1.469]],
  "lowdin_charge": [-0.1004, -0.2579, -0.1898, -0.2353, -0.2083, 0.3447, -0.0879, -0.3162, -0.0867, -0.1979, -0.0592, 0.0513, 0.0637, 0.0654, 0.0673, 0.0806, 0.1074, 0.1188, 0.1143, 0.1140, 0.1099, 0.0495, 0.0709, 0.0998, 0.0871, 0.0641, 0.0680, 0.0692, 0.0802, -0.3515, 0.0701, -0.1381, 0.0018, -0.0707, -0.0828, -0.0723, 0.0030, 0.1198, 0.1111, 0.1111, 0.1092, 0.0872, 0.0838, -0.3458, 0.0745, -0.1421, -0.0047, -0.0667, -0.0689, -0.0548, 0.0058, 0.1188, 0.1071, 0.1069, 0.1030, 0.0983],
  "lumo_energy_ha": -0.01461,
  "smiles": "CCCCO[Si@@H](NCC)ON=O.O=[N+]([O-])c1ccccc1.O=[N+]([O-])c1ccccc1",
  "mol_weight_g_mol": 438.51,
  "homo_energy_ha": -0.3617,
  "e_tot_ev": -47252.68377,
  "max_force_ha_per_bohr": 0.017
}

=====

(3)
{
  "formula": "C18H26N6O4",
  "method": "ωB97M-V/def2-TZVPD",
  "symbols": ["C", "C", "N", "N", "C", "C", "C", "C", "C", "O", "N", "C", "C", "O", "N", "C", "C", "C", "O", "N", "C", "C", "C", "C", "N", "C", "C", "O", "H", "H", "H", "H", "H", "H", "H", "H", "H", "H", "H", "H", "H", "H", "H", "H", "H", "H", "H", "H", "H", "H", "H", "H", "H", "H"],
  "xyz": [[1.725, -1.790, -3.245], [2.291, -2.734, -2.236], [2.394, -4.025, -2.496], [2.924, -4.557, -1.379], [3.166, -3.647, -0.412], [3.738, -4.019, 0.914], [2.771, -2.437, -0.937], [2.824, -1.114, -0.250], [1.459, -0.685, 0.273], [0.432, -1.033, -0.292], [1.404, 0.127, 1.369], [2.563, 0.549, 2.143], [2.682, -0.362, 3.356], [3.709, -0.919, 3.689], [1.479, -0.510, 3.964], [0.359, 0.338, 3.576], [0.119, 0.249, 2.067], [-0.687, 1.459, 1.576], [-0.916, 2.417, 2.293], [-1.079, 1.352, 0.288], [-2.059, 2.245, -0.272], [-1.725, 2.653, -1.697], [-2.844, 3.539, -2.218], [-4.149, 2.769, -2.243], [-4.420, 2.064, -0.997], [-5.751, 1.496, -0.896], [-3.460, 1.625, -0.135], [-3.688, 0.824, 0.752], [1.738, -0.768, -2.869], [2.291, -1.830, -4.176], [0.689, -2.044, -3.466], [3.097, -5.546, -1.343], [3.851, -3.141, 1.549], [3.089, -4.722, 1.440], [4.721, -4.481, 0.809], [3.551, -1.166, 0.559], [3.171, -0.330, -0.931], [3.476, 0.508, 1.564], [2.420, 1.585, 2.462], [1.441, -1.068, 4.801], [-0.535, 0.011, 4.101], [0.527, 1.379, 3.856], [-0.451, -0.651, 1.828], [-0.909, 0.456, -0.157], [-2.068, 3.133, 0.365], [-0.764, 3.170, -1.709], [-1.623, 1.763, -2.327], [-2.944, 4.416, -1.572], [-2.629, 3.902, -3.224], [-4.985, 3.447, -2.430], [-4.137, 2.044, -3.069], [-5.864, 1.024, 0.074], [-6.495, 2.286, -1.011], [-5.916, 0.747, -1.676]],
  "lowdin_charge": [-0.0279, -0.3121, 0.0800, 0.0136, -0.2533, -0.0041, -0.1448, -0.0359, -0.3924, 0.0627, 0.0136, -0.0364, -0.4707, 0.0599, 0.0927, -0.1050, -0.1539, -0.4153, 0.0736, 0.1243, -0.2173, -0.1374, -0.1738, -0.1686, -0.0959, -0.0360, -0.3855, 0.0742, 0.0650, 0.0762, 0.0806, 0.1529, 0.0669, 0.0843, 0.0832, 0.0999, 0.1374, 0.1227, 0.1442, 0.1497, 0.1388, 0.1212, 0.1608, 0.1235, 0.1598, 0.1207, 0.1279, 0.1218, 0.1156, 0.1213, 0.1284, 0.0845, 0.0890, 0.0955],
  "lumo_energy_ha": 0.02346,
  "smiles": "Cc1n[nH]c(C)c1CC(=O)N1CC(=O)NC[C@H]1C(=O)N[C@H]1CCCN(C)C1=O",
  "mol_weight_g_mol": 390.44,
  "relative_energy_kj_mol": 30.9,
  "homo_energy_ha": -0.3227,
  "e_tot_ev": -36220.87247,
  "max_force_ha_per_bohr": 0.002
}

=====

(4)
{
  "formula": "C18H26O5",
  "method": "ωB97M-V/def2-TZVPD",
  "symbols": ["C", "H", "H", "C", "C", "C", "C", "H", "H", "C", "C", "C", "H", "C", "C", "H", "H", "C", "C", "C", "C", "C", "C", "C", "C", "O", "O", "O", "H", "H", "O", "H", "H", "H", "H", "H", "H", "H", "H", "H", "O", "H", "H", "H", "H", "H", "H", "H", "H"],
  "xyz": [[0.716, 2.286, 2.813], [1.474, 1.673, 2.633], [0.883, 3.209, 3.015], [-0.181, 2.430, 1.473], [0.448, 3.325, 0.315], [2.010, 2.605, 0.041], [2.513, 2.935, -1.291], [2.409, 3.993, -1.693], [1.607, 2.568, -2.259], [3.687, 2.272, -1.847], [3.988, 0.636, -1.676], [2.809, -0.106, -2.253], [2.804, -0.182, -3.104], [2.664, -1.540, -1.329], [1.134, -1.901, -1.292], [0.894, -2.056, -2.119], [1.193, -2.886, -0.604], [0.398, -1.023, -0.267], [-1.125, -1.648, -0.058], [-1.408, -2.787, -0.465], [-2.777, -3.158, -0.243], [-3.342, -2.618, 0.760], [-3.035, -1.456, 1.270], [-1.682, -0.887, 1.008], [-1.583, 0.472, 1.226], [-2.224, 0.982, 2.389], [-0.483, 1.232, 1.106], [-3.930, -0.892, 2.062], [-3.371, 0.079, 2.585], [-4.513, -2.934, 1.132], [-3.168, -4.448, -0.844], [-4.087, -4.538, -0.503], [-0.930, -3.343, -1.215], [0.182, 0.020, -0.805], [0.890, -0.773, 0.612], [3.055, -1.491, -0.379], [3.150, -2.159, -1.892], [1.966, 0.273, -1.839], [4.876, 0.394, -1.963], [4.106, 0.596, -0.508], [3.986, 2.456, -3.061], [3.579, 1.958, -3.682], [4.620, 2.862, -1.342], [2.736, 3.017, 0.753], [1.941, 1.495, -0.041], [-0.198, 3.051, -0.492], [0.634, 4.216, 0.690], [-1.183, 2.956, 1.832], [0.057, 1.862, 3.404]],
  "lowdin_charge": [0.0566, 0.0443, 0.0258, -0.3924, 0.0068, -0.1403, -0.2363, 0.1355, 0.1940, -0.5292, -0.0756, -0.0755, -0.0198, -0.0723, -0.1562, -0.0098, 0.1677, -0.0702, -0.1514, -0.0093, -0.1971, -0.0317, -0.2886, -0.0184, -0.1763, -0.0746, -0.0237, 0.0126, 0.2013, 0.2208, 0.0312, 0.1014, 0.1202, 0.1482, 0.0939, 0.0774, 0.0347, 0.0381, 0.0396, 0.1404, 0.0345, 0.0579, 0.1849, 0.1210, 0.0984, 0.1006, 0.0496, 0.1795, 0.0317],
  "lumo_energy_ha": -0.02224,
  "mol_weight_g_mol": 322.40,
  "relative_energy_kj_mol": 1561.0,
  "homo_energy_ha": -0.3261,
  "e_tot_ev": -29310.32230,
  "max_force_ha_per_bohr": 0.369
}